[1]
Molecular formula: C41H63I2N2O13P3S
Method: DFT, wB97M-V/def2-TZVPD

Each line ends with the Mulliken charge.
CARTESIAN COORDINATES (ANGSTROEM)
1 C 4.7829 0.5475 0.2043  -0.8436
2 C 3.7442 1.6343 -0.2287  -0.3536
3 C 2.4965 1.5330 0.6890  0.1030
4 O 1.2557 1.6337 0.0197  -0.1444
5 C 0.9222 2.9756 -0.3405  -1.7869
6 C -0.2905 3.5205 0.4137  1.1104
7 C -0.0407 3.9936 1.7189  -0.7794
8 C -1.0791 4.5237 2.4507  -0.9546
9 C -2.3626 4.6021 1.9085  1.4866
10 C -2.6647 4.1533 0.6232  -1.0162
11 C -1.5849 3.5894 -0.1162  0.3409
12 C -1.8327 3.0372 -1.5282  -1.2869
13 O -2.6925 1.9028 -1.3649  -0.1410
14 C -2.1886 0.7318 -1.9923  -1.0943
15 C -1.1665 -0.0499 -1.1235  0.6731
16 O -1.6440 -1.3576 -0.8434  -0.4328
17 C -1.0560 -1.9256 0.3145  0.3331
18 C -2.1803 -2.7231 1.0645  -1.2587
19 N -3.9492 4.2263 -0.0471  1.3652
20 C -4.0033 5.3755 -0.9475  -0.7180
21 I -3.4169 7.2800 -0.1063  0.0767
22 C -4.3913 5.3328 -2.2255  0.4119
23 C -4.4705 6.5780 -3.1021  -1.3808
24 I -4.9568 3.4926 -3.1639  0.0876
25 C -5.0929 4.3466 0.8320  -0.5536
26 C -6.3368 4.0056 0.2742  -0.4201
27 C -7.5137 4.1160 1.0011  0.1115
28 C -8.8118 3.7806 0.3209  -0.2940
29 C -9.7638 4.8174 0.1987  -0.1468
30 C -10.9588 4.5239 -0.4735  -0.5598
31 C -11.1213 3.2343 -0.9769  -0.2431
32 N -10.2624 2.2260 -0.8609  -0.6423
33 C -9.1372 2.5400 -0.2231  -0.2476
34 C -7.5306 4.5366 2.3502  0.3301
35 P -9.0437 4.7105 3.3912  0.0326
36 O -8.4839 4.7031 4.9593  -0.4806
37 O -10.0729 3.4403 3.1381  -0.3951
38 C -6.2850 4.8741 2.8975  -0.2447
39 C -5.1116 4.7989 2.1493  0.6040
40 S -3.6106 5.3138 2.9637  -0.4894
41 H 5.4363 0.2333 -0.6244  0.3603
42 H 4.2926 -0.3709 0.5935  -0.0260
43 H 5.4296 0.9231 1.0162  0.3365
44 H 3.5354 1.4914 -1.2990  0.2665
45 H 4.2782 2.5952 -0.1286  0.3072
46 H 2.5034 0.5536 1.1920  -0.2019
47 H 2.6119 2.2866 1.4957  0.1589
48 H 1.7777 3.6148 -0.0433  0.6150
49 H 0.8549 3.1006 -1.4331  0.4879
50 H 0.9784 3.9164 2.1063  0.3631
51 H -0.8719 4.8531 3.4719  0.3768
52 H -2.2679 3.8257 -2.1614  0.3731
53 H -0.9086 2.6840 -1.9998  0.4862
54 H -3.0450 0.0488 -2.1352  0.3606
55 H -1.7898 0.9653 -2.9942  0.3490
56 H -0.2560 -0.1694 -1.7561  0.0502
57 H -0.8384 0.5107 -0.2357  -0.1397
58 H -0.2745 -2.6727 0.0728  0.1355
59 H -0.6643 -1.1837 1.0274  0.1317
60 H -3.0793 -2.8220 0.4423  0.3830
61 H -2.4386 -2.1763 1.9856  0.2655
62 H -1.8237 -3.7148 1.3896  0.2904
63 H -4.9395 7.3871 -2.5175  0.4266
64 H -5.1477 6.4010 -3.9510  0.3866
65 H -3.4871 6.9300 -3.4454  0.2814
66 H -6.4477 3.6422 -0.7477  0.1435
67 H -9.5619 5.8062 0.6181  0.4697
68 H -11.7130 5.3044 -0.5802  0.3775
69 H -12.0510 3.0287 -1.5249  0.3433
70 H -8.3894 1.7404 -0.1158  0.4242
71 H -7.8822 3.9396 5.0408  0.3287
72 H -9.8863 2.6733 3.7046  0.3009
73 H -6.2721 5.2086 3.9398  0.6414
74 C 0.3104 -1.6899 4.1783  -0.8180
75 C 0.5329 -2.7988 5.1934  -0.5120
76 O 1.1048 -3.9610 4.5999  -0.3303
77 P 2.6763 -3.9142 4.1401  1.1638
78 O 3.3944 -3.9427 5.4496  -0.8205
79 O 2.8734 -5.4754 3.6739  -0.3524
80 C 3.8743 -6.3016 4.2660  -0.3372
81 C 3.3045 -7.1050 5.4190  -1.1315
82 O 2.2656 -3.5537 2.5638  -0.2789
83 C 3.1962 -2.7418 1.8226  -0.2897
84 C 4.5452 -3.4181 1.6637  -1.2135
85 H 1.2638 -1.2838 3.8258  0.1430
86 H -0.2601 -0.8709 4.6194  0.5159
87 H -0.2244 -2.0656 3.3053  0.1718
88 H 1.1658 -2.4505 6.0157  0.2890
89 H -0.4249 -3.1018 5.6170  0.3704
90 H 4.7320 -5.7066 4.5813  0.3362
91 H 4.2306 -6.9818 3.4893  0.3939
92 H 2.7532 -6.4754 6.1171  0.2853
93 H 4.1000 -7.6167 5.9636  0.3607
94 H 2.6014 -7.8528 5.0469  0.2834
95 H 3.3066 -1.7741 2.3229  0.2863
96 H 2.7563 -2.5594 0.8412  0.3723
97 H 5.0430 -3.5467 2.6313  0.3501
98 H 5.1989 -2.8215 1.0253  0.4210
99 H 4.4295 -4.4072 1.2207  0.3282
100 C 4.0782 -1.3467 -4.0906  -1.0456
101 C 4.1936 -2.5113 -3.1216  -0.2381
102 O 4.7735 -3.6572 -3.7356  -0.3739
103 P 6.3748 -3.6340 -4.0792  1.1600
104 O 6.9931 -3.7505 -2.7237  -0.7868
105 O 6.5642 -5.1746 -4.6110  -0.3435
106 C 7.4964 -6.0600 -3.9920  -0.3151
107 C 6.8216 -6.9027 -2.9272  -1.0654
108 O 6.0925 -3.1825 -5.6605  -0.2882
109 C 7.0983 -2.3631 -6.2882  -0.2962
110 C 8.4372 -3.0707 -6.3795  -1.0922
111 H 5.0661 -0.9563 -4.3538  0.2106
112 H 3.5024 -0.5316 -3.6481  0.3610
113 H 3.5966 -1.6595 -5.0170  0.3125
114 H 4.7773 -2.2238 -2.2403  0.2315
115 H 3.1978 -2.8002 -2.7834  0.3303
116 H 8.3440 -5.5080 -3.5846  0.3283
117 H 7.8908 -6.7107 -4.7755  0.3682
118 H 6.2371 -6.2925 -2.2387  0.2570
119 H 7.5606 -7.4652 -2.3539  0.3545
120 H 6.1282 -7.6090 -3.3878  0.2857
121 H 7.1965 -1.4239 -5.7356  0.2825
122 H 6.7350 -2.1215 -7.2867  0.3695
123 H 8.8577 -3.2584 -5.3854  0.3184
124 H 9.1512 -2.4641 -6.9380  0.4141
125 H 8.3296 -4.0346 -6.8770  0.2616

## Properties
- highest occupied orbital energy (eV) = -7.941
- E_tot (Ha) = -4705.3277


[2]
Molecular formula: C5H12B2NO7P2
Method: DFT, wB97M-V/def2-TZVPD

Each line ends with the Mulliken charge.
CARTESIAN COORDINATES (ANGSTROEM)
1 C 1.8427 -2.6697 1.9008  -0.1325
2 C 1.5424 -2.2301 0.8236  -1.3197
3 C 1.1010 -1.6692 -0.4803  1.9352
4 N 1.4050 -2.6399 -1.5415  -0.8515
5 O 1.7140 -0.4639 -0.7786  -0.7256
6 B 0.8020 0.5984 -0.2548  1.2450
7 B 0.9908 2.1830 -0.9225  -0.0194
8 O 0.7303 2.4261 -2.2908  -0.5871
9 O 1.3250 3.3319 -0.2385  -0.5058
10 C 1.8261 3.2133 1.0840  -0.6035
11 O -0.5274 0.0317 -0.7741  -0.7284
12 C -0.4553 -1.3283 -0.4401  -0.5925
13 P -1.3108 -1.6637 1.2215  -0.1491
14 P -3.2325 -0.8991 0.5317  0.9207
15 O -4.3523 -1.8248 0.7610  -0.6965
16 O -3.4490 0.5554 1.2166  -0.4842
17 O -3.0789 -0.5719 -1.0302  -0.5422
18 H 2.1165 -3.0247 2.8569  0.4667
19 H 0.5781 -2.8144 -2.0983  0.3090
20 H 2.0750 -2.1853 -2.1522  0.3200
21 H 0.7675 0.5286 0.9800  -0.3969
22 H -0.1977 2.6338 -2.4261  0.2655
23 H 2.7031 2.5648 1.1229  0.2591
24 H 2.1235 4.2108 1.4165  0.2320
25 H 1.0665 2.8339 1.7692  0.2399
26 H -1.0410 -1.9588 -1.1155  0.4370
27 H -0.8813 -0.5626 1.9804  0.0002
28 H -3.7047 1.2032 0.5506  0.3110
29 H -2.3860 0.1066 -1.1664  0.3937

## Properties
- charge = -1
- highest occupied orbital energy (eV) = -5.142
- E_tot (Ha) = -1511.7764


[3]
Molecular formula: C2H3N3O3
Method: DFT, wB97M-V/def2-TZVPD

Each line ends with the Mulliken charge.
CARTESIAN COORDINATES (ANGSTROEM)
1 C 0.5202 0.4387 0.2545  0.4938
2 C -0.7125 -1.1552 -0.8536  0.5409
3 H 2.2748 2.8194 0.4924  0.3837
4 H -0.4733 -0.1480 2.2557  0.3459
5 H -2.4658 -1.8556 -1.3908  0.4352
6 N 1.2105 1.2830 0.7660  -0.3971
7 N 0.0035 -0.6370 1.0600  -0.1338
8 N -0.8067 -1.4065 0.3731  -0.4653
9 O 1.5221 2.2819 0.0514  -0.3669
10 O -1.4053 -1.5594 -1.9744  -0.5224
11 O 0.3328 -0.0613 -1.0345  -0.3140

## Properties
- highest occupied orbital energy (eV) = -8.034
- E_tot (Ha) = -467.7596
- energy relative to the best compared isomer or geometry (same formula, charge and spin) (kJ/mol) = 537.50


[4]
Molecular formula: C10H22BrN4O
Method: DFT, wB97M-V/def2-TZVPD

Each line ends with the Mulliken charge.
CARTESIAN COORDINATES (ANGSTROEM)
1 C -2.1180 -3.1774 -0.6518  -1.3602
2 C -1.8715 -1.6857 -0.5688  -0.2557
3 Br -1.2265 -1.0055 -2.2969  -0.1685
4 C -1.0198 -1.1915 0.5967  -0.4112
5 C 0.2810 -1.9432 0.8880  0.2279
6 C 0.8490 -1.5280 2.2457  -1.1568
7 C 1.4876 -0.1505 2.1854  -0.4071
8 N 2.4312 -0.0100 1.0362  -0.3536
9 C 2.3975 -1.0384 0.1134  0.3818
10 N 3.5458 -1.3520 -0.5310  -0.4155
11 N 1.2681 -1.6593 -0.1951  -0.0262
12 H -1.2093 -3.7731 -0.6401  0.3240
13 H -2.6375 -3.4167 -1.5723  0.4273
14 H -2.7527 -3.4687 0.1826  0.3588
15 H -2.8381 -1.2121 -0.4433  0.5225
16 H -0.7001 -0.1856 0.3329  -0.2399
17 H -1.6144 -1.0862 1.4991  0.5892
18 H 0.1048 -3.0125 0.9155  0.5102
19 H 1.5463 -2.2777 2.6177  0.3214
20 H 0.0296 -1.5159 2.9555  0.4872
21 H 2.0578 0.0126 3.0940  0.3934
22 H 0.7130 0.6122 2.1661  0.2069
23 H 2.1310 0.8202 0.5282  0.3246
24 H 4.4046 -1.5015 -0.0352  0.2414
25 H 3.5118 -1.4574 -1.5299  0.2420
26 H 1.4188 -2.4430 -0.8174  0.3461
27 C -0.2527 2.3271 0.0053  0.4530
28 O -0.2637 2.4762 1.2121  -0.6514
29 N -0.7942 3.1416 -0.9091  0.0584
30 C -0.6953 2.8018 -2.3145  -0.8648
31 C -1.4768 4.3550 -0.4818  -0.9626
32 H 0.2321 1.4469 -0.4682  -0.0824
33 H -0.1521 3.5728 -2.8633  0.3554
34 H -1.6856 2.6797 -2.7555  0.3199
35 H -0.1554 1.8615 -2.3925  0.2475
36 H -0.7885 4.9953 0.0689  0.3118
37 H -2.3080 4.1033 0.1762  0.3134
38 H -1.8498 4.8858 -1.3526  0.3916

## Properties
- charge = +1
- highest occupied orbital energy (eV) = -12.157
- E_tot (Ha) = -3262.2889


Among the records above, which one has the highest highest occupied orbital energy? C5H12B2NO7P2


Repeat the second record exactly.
Molecular formula: C5H12B2NO7P2
Method: DFT, wB97M-V/def2-TZVPD

Each line ends with the Mulliken charge.
CARTESIAN COORDINATES (ANGSTROEM)
1 C 1.8427 -2.6697 1.9008  -0.1325
2 C 1.5424 -2.2301 0.8236  -1.3197
3 C 1.1010 -1.6692 -0.4803  1.9352
4 N 1.4050 -2.6399 -1.5415  -0.8515
5 O 1.7140 -0.4639 -0.7786  -0.7256
6 B 0.8020 0.5984 -0.2548  1.2450
7 B 0.9908 2.1830 -0.9225  -0.0194
8 O 0.7303 2.4261 -2.2908  -0.5871
9 O 1.3250 3.3319 -0.2385  -0.5058
10 C 1.8261 3.2133 1.0840  -0.6035
11 O -0.5274 0.0317 -0.7741  -0.7284
12 C -0.4553 -1.3283 -0.4401  -0.5925
13 P -1.3108 -1.6637 1.2215  -0.1491
14 P -3.2325 -0.8991 0.5317  0.9207
15 O -4.3523 -1.8248 0.7610  -0.6965
16 O -3.4490 0.5554 1.2166  -0.4842
17 O -3.0789 -0.5719 -1.0302  -0.5422
18 H 2.1165 -3.0247 2.8569  0.4667
19 H 0.5781 -2.8144 -2.0983  0.3090
20 H 2.0750 -2.1853 -2.1522  0.3200
21 H 0.7675 0.5286 0.9800  -0.3969
22 H -0.1977 2.6338 -2.4261  0.2655
23 H 2.7031 2.5648 1.1229  0.2591
24 H 2.1235 4.2108 1.4165  0.2320
25 H 1.0665 2.8339 1.7692  0.2399
26 H -1.0410 -1.9588 -1.1155  0.4370
27 H -0.8813 -0.5626 1.9804  0.0002
28 H -3.7047 1.2032 0.5506  0.3110
29 H -2.3860 0.1066 -1.1664  0.3937

## Properties
- charge = -1
- highest occupied orbital energy (eV) = -5.142
- E_tot (Ha) = -1511.7764


Among the records above, which one has the highest E_tot? C2H3N3O3


The highest E_tot belongs to which entry? C2H3N3O3